[1]
A 2-piece molecular cluster, CH3FO2 overall at a distorted geometry. Source: the OMol25 dataset; level of theory: the ωB97M-V functional and the def2-TZVPD basis.

Output
HOMO = -10.149 eV
Charge = 0
LUMO level = 0.1 eV
Energy relative to the best compared isomer or geometry (same formula, charge and spin) = 283.96 kJ/mol
Gap between HOMO and LUMO = 0.376 hartree

Last column: Mulliken charge in e.
Element x y z (Å)
C: 0.04343 0.60868 0.00533  0.345
O: 1.24650 0.65882 0.59395  -0.377
O: -0.79131 -1.29716 0.30582  -0.702
F: 0.14190 0.44430 -1.31591  -0.172
H: -0.74767 1.30703 0.29921  0.274
H: 1.49383 -0.23852 0.60837  0.354
H: -1.38667 -1.48315 -0.49677  0.277

Cartesian forces, eV/Å:
-0.79 -2.88 -0.89
-2.64 1.40 0.04
0.47 2.70 -1.22
-0.15 0.54 0.34
0.43 -0.36 0.09
1.26 -2.26 0.10
1.41 0.85 1.54


[2]
C28H29GeN3O7S2W as an isolated structure at a distorted geometry. Source: the OMol25 dataset; level of theory: the ωB97M-V functional and the def2-TZVPD basis.

Output
HOMO = -15.154 eV
Charge = +2
LUMO level = -8.9 eV
Gap between HOMO and LUMO = 0.228 hartree

Last column: Mulliken charge in e.
Element x y z (Å)
W: 0.12933 -0.93198 -0.58606  0.251
S: 2.73573 -3.40850 2.63013  -0.182
C: 2.61287 -2.00418 3.58154  1.249
C: 3.05145 -1.81412 4.88818  -0.781
C: 2.86728 -0.57276 5.45477  -0.441
C: 2.23303 0.49490 4.75902  -0.914
C: 1.76799 0.32766 3.49452  0.232
C: 1.97043 -0.93216 2.86313  -1.015
N: 1.62651 -1.21778 1.62835  0.176
C: 1.92123 -2.55477 1.25781  0.630
C: 2.53311 -2.66108 -0.10666  1.011
C: 3.43255 -3.64497 -0.45703  -0.991
C: 3.91559 -3.68784 -1.76143  -0.806
C: 3.51921 -2.72800 -2.67997  -1.007
C: 2.59850 -1.75923 -2.31746  -0.137
C: 2.06579 -1.69358 -1.02418  -0.211
H: 3.52426 -2.61571 5.43852  0.460
H: 3.21372 -0.39884 6.46537  0.439
H: 2.12117 1.44990 5.25376  0.495
H: 1.28819 1.12677 2.94416  0.411
H: 3.75780 -4.38222 0.26582  0.416
H: 4.59682 -4.47506 -2.05477  0.435
H: 3.91279 -2.74559 -3.68680  0.465
H: 2.28890 -1.02677 -3.05417  0.613
O: -0.12197 -3.11109 -1.86073  -0.377
C: -1.12986 -2.44008 -2.01275  0.328
O: -1.59183 -1.75823 -0.97325  -0.459
C: -1.51912 -1.89103 -3.33273  1.244
C: -2.25324 -2.38254 -4.38624  -1.130
C: -2.30818 -1.61746 -5.53867  -0.350
C: -1.71514 -0.37552 -5.63799  -0.431
C: -1.01689 0.13367 -4.56072  -0.484
C: -0.86088 -0.64520 -3.40850  0.753
O: -0.06644 -0.32791 -2.34156  -0.062
N: -0.48859 1.50289 -4.62830  0.960
O: -0.25461 1.95820 -5.71788  -0.554
O: -0.40887 2.09416 -3.56549  -0.570
N: -3.02400 -2.16581 -6.71951  1.016
O: -3.58806 -3.22543 -6.55838  -0.579
O: -2.98900 -1.49891 -7.72714  -0.567
H: -2.76590 -3.33351 -4.34587  0.651
H: -1.80767 0.20026 -6.55037  0.664
C: -1.62846 4.65341 2.67895  -1.174
C: -1.32760 4.61847 1.18379  0.067
C: 0.12715 4.29881 0.84286  -0.945
C: 0.64729 2.94157 1.31778  -0.853
Ge: 0.23813 1.47464 -0.02092  1.096
C: -1.78870 1.10546 -0.00696  -0.746
C: -2.15743 0.12660 1.11722  -0.273
C: -2.17905 0.77376 2.49937  0.421
C: -2.29450 -0.26493 3.61204  -1.567
H: -2.65431 4.97469 2.85296  0.402
H: -0.96537 5.35575 3.18742  0.344
H: -1.50595 3.67455 3.14848  0.165
H: -1.55946 5.59536 0.75660  0.452
H: -1.99592 3.90830 0.68952  -0.107
H: 0.76017 5.05479 1.31623  0.476
H: 0.27320 4.40080 -0.23628  0.335
H: 0.27851 2.71520 2.31829  0.269
H: 1.73801 2.97802 1.37217  0.439
H: 0.35024 2.36823 -1.24682  -0.201
H: -2.08378 0.71364 -0.98375  0.386
H: -2.34084 2.03507 0.12151  0.598
H: -1.41608 -0.71116 1.19376  -0.025
H: -3.12184 -0.34637 0.92044  0.497
H: -3.02355 1.46494 2.54054  0.509
H: -1.26654 1.35961 2.63722  -0.525
H: -3.16675 -0.90198 3.46003  0.335
H: -2.39607 0.21259 4.58563  0.472
H: -1.40754 -0.90453 3.63833  0.252
S: 0.09304 -2.93585 1.17313  0.050

Cartesian forces, eV/Å:
1.69 -1.57 1.81
-0.17 0.36 0.08
0.12 -0.30 -0.32
0.05 0.03 0.28
0.02 -0.28 -0.12
-0.17 0.19 -0.20
0.00 0.23 0.19
-0.12 0.22 -0.16
-0.04 0.10 -0.24
-0.34 -0.55 0.09
-0.03 0.32 0.31
0.02 0.15 0.03
-0.04 0.01 -0.05
0.14 -0.03 0.10
-0.20 0.50 -0.06
-0.57 -0.38 -0.32
0.02 0.02 0.00
0.01 -0.01 0.01
0.01 -0.01 0.02
0.04 -0.09 0.06
0.03 -0.01 -0.02
0.03 0.03 0.01
-0.01 0.01 -0.01
-0.06 -0.09 -0.03
-0.67 -0.37 -0.35
0.41 -1.48 -0.79
-0.92 0.33 0.21
0.35 0.77 0.27
-0.16 -0.17 -0.09
0.11 -0.09 0.18
-0.03 0.16 -0.15
0.23 -0.36 0.49
-0.31 -0.24 -0.54
0.25 0.24 0.15
-0.27 0.33 -0.02
0.11 -0.14 0.05
0.14 -0.18 -0.05
-0.19 0.10 0.03
0.13 0.15 -0.09
0.00 -0.17 0.12
0.04 -0.03 -0.01
0.02 0.01 0.02
0.08 0.00 -0.09
-0.05 -0.09 0.05
-0.18 -0.02 -0.17
0.46 -0.80 0.24
-1.25 2.94 0.65
0.14 -0.91 -0.04
0.03 0.48 0.00
0.13 -0.35 0.05
-0.03 0.14 -0.06
0.00 -0.01 0.05
-0.03 0.00 0.03
-0.02 0.02 0.03
0.00 -0.02 -0.03
-0.01 0.08 -0.01
0.04 0.00 -0.05
0.08 0.05 0.03
-0.01 0.00 -0.07
0.01 -0.05 0.03
0.38 -0.38 -0.50
-0.17 0.11 0.03
0.34 0.19 -0.05
-0.01 -0.08 0.03
0.12 -0.22 -0.04
0.05 0.09 -0.04
-0.10 0.08 0.03
0.01 -0.02 0.03
0.01 -0.03 0.01
-0.01 -0.04 0.01
0.33 1.15 -1.02


[3]
A 5-piece molecular cluster, C32H71BrClIN10O9PSi overall at a distorted geometry. Source: the OMol25 dataset; level of theory: the ωB97M-V functional and the def2-TZVPD basis.

Output
HOMO = -10.758 eV
Charge = +1
LUMO level = -2.9 eV
Gap between HOMO and LUMO = 0.288 hartree

Last column: Mulliken charge in e.
Element x y z (Å)
C: 3.15676 1.27103 4.65028  -1.329
C: 2.69479 2.29659 3.60758  -0.361
C: 1.41567 1.97741 2.81912  1.190
Cl: 0.20483 1.09227 3.83462  -0.246
N: 1.63346 1.48664 1.45487  0.924
C: 0.44020 1.66699 0.72984  -2.661
N: 0.35440 2.73563 -0.01942  1.050
N: -0.75863 2.95670 -0.84180  -0.545
C: 1.44811 3.75636 -0.07985  -0.054
Br: 1.50540 4.44707 -1.90044  0.004
C: 1.26266 4.92751 0.87029  0.129
C: -0.14072 5.52968 0.88954  -1.354
N: -0.49619 0.67018 0.81121  1.768
C: -1.90738 1.02784 0.94165  -1.037
C: -2.78078 0.11533 1.78098  -0.298
C: -4.15966 0.80653 1.90629  -1.129
C: -5.29486 -0.17662 2.07568  -0.902
O: -5.32127 -1.20247 1.06555  -0.340
C: -5.36986 -0.77375 -0.20285  0.197
O: -5.89762 0.24934 -0.59326  -0.545
C: -0.04298 -0.53708 0.10338  1.539
C: -0.31315 -0.45898 -1.41687  -3.191
C: -1.73601 -0.59672 -1.94670  2.226
O: -1.77410 -1.86517 -2.60025  -0.604
C: -2.12264 0.50082 -2.97877  -1.375
N: -3.37700 1.22104 -2.69970  -0.473
P: -0.44814 -2.32667 0.64015  -0.382
O: -1.96858 -2.60186 0.12236  -0.370
I: -0.77036 -2.50861 3.06507  -0.133
O: 1.39715 -0.52507 0.11439  -0.313
C: 2.12170 0.09095 1.16145  -0.190
N: 2.24089 -0.80106 2.29793  0.434
Si: 3.90299 0.23985 0.36539  0.243
C: 4.30895 -1.52299 -0.17498  -1.312
C: 3.88165 1.30368 -1.19198  -1.221
C: 5.22758 0.73516 1.59314  -1.113
H: 2.76645 0.27583 4.49686  -0.029
H: 2.82075 1.58887 5.63420  0.466
H: 4.24191 1.24831 4.70889  0.405
H: 2.46584 3.20861 4.15484  0.180
H: 3.47304 2.57890 2.90345  0.161
H: 0.93516 2.94210 2.68628  -0.029
H: -1.04127 2.09351 -1.29112  -0.294
H: -1.54366 3.27276 -0.28565  0.343
H: 2.39571 3.26746 0.08561  -0.170
H: 1.94403 5.69677 0.51585  0.600
H: 1.60180 4.70888 1.88278  -0.192
H: -0.04865 6.57113 1.19176  0.415
H: -0.60514 5.55184 -0.09182  0.350
H: -0.79450 5.07270 1.63220  0.290
H: -2.42134 1.20544 -0.00655  -0.001
H: -1.94166 2.00092 1.43808  0.765
H: -2.36129 0.05722 2.77701  0.283
H: -2.95576 -0.86092 1.34164  0.421
H: -4.32571 1.40187 1.00751  0.522
H: -4.16381 1.47779 2.76201  0.570
H: -6.24198 0.36002 2.04703  0.425
H: -5.25926 -0.68977 3.03058  0.388
H: -4.84538 -1.44628 -0.89580  0.445
H: 0.19448 0.43672 -1.77501  0.672
H: 0.25254 -1.29190 -1.83513  0.868
H: -2.50338 -0.63183 -1.17039  -0.777
H: -2.67336 -2.04487 -2.88990  0.435
H: -1.29081 1.19457 -3.10920  0.513
H: -2.23361 -0.01373 -3.93042  0.550
H: -3.20260 2.19611 -2.49868  0.357
H: -3.87367 0.85069 -1.89967  0.011
H: -1.92187 -3.33204 -0.50268  0.395
H: 3.14992 -0.74122 2.74337  -0.324
H: 2.17814 -1.74342 1.93281  0.467
H: 5.09770 -1.43592 -0.92266  0.439
H: 4.68972 -2.11833 0.65116  0.275
H: 3.47251 -2.01474 -0.66475  0.360
H: 4.65272 0.92556 -1.85804  0.590
H: 4.19666 2.31633 -0.93373  0.314
H: 2.91160 1.33341 -1.67937  0.220
H: 5.02662 0.44852 2.62263  0.277
H: 5.46963 1.79477 1.53613  0.344
H: 6.13235 0.19980 1.30591  0.421
C: -3.66143 -2.79601 -5.93248  -0.064
O: -3.01587 -2.41034 -4.96339  -0.623
N: -4.48856 -3.84596 -5.92034  0.186
C: -5.21922 -4.25908 -7.10447  -0.968
C: -4.65187 -4.59437 -4.68777  -0.948
H: -3.60121 -2.30118 -6.91019  0.399
H: -6.29398 -4.22543 -6.91124  0.376
H: -4.93754 -5.27704 -7.37435  0.300
H: -4.98311 -3.60459 -7.93515  0.358
H: -5.03238 -3.94265 -3.89917  0.254
H: -3.69103 -4.99680 -4.36183  0.280
H: -5.35059 -5.41039 -4.84888  0.399
C: 1.99557 6.83640 4.41214  0.020
O: 2.68805 5.93133 3.97608  -0.520
N: 0.77739 6.66604 4.94920  0.171
C: -0.01899 7.76799 5.45848  -0.931
C: 0.26626 5.31330 5.01707  -0.713
H: 2.32759 7.88653 4.40336  0.309
H: -0.22530 7.62331 6.51976  0.335
H: -0.96605 7.82872 4.91963  0.327
H: 0.51847 8.70431 5.33031  0.304
H: 0.94611 4.69220 5.60197  0.303
H: 0.20435 4.89514 4.00876  -0.047
H: -0.71923 5.29915 5.47396  0.421
C: -1.75903 -4.53624 -9.22328  0.084
O: -2.76779 -4.03509 -8.75883  -0.507
N: -0.95469 -5.37434 -8.55222  0.114
C: 0.23652 -5.94830 -9.14839  -0.948
C: -1.29709 -5.71173 -7.17961  -0.787
H: -1.42064 -4.33468 -10.25214  0.247
H: 0.16607 -7.03727 -9.15708  0.340
H: 1.12042 -5.65655 -8.57861  0.336
H: 0.34677 -5.59613 -10.17124  0.296
H: -2.28033 -6.18311 -7.14462  0.232
H: -1.33068 -4.80863 -6.56797  0.220
H: -0.55362 -6.39475 -6.77808  0.384
C: 5.54636 -2.56903 5.12347  0.008
O: 5.65305 -1.77617 4.20387  -0.511
N: 4.40892 -3.21950 5.42380  0.213
C: 4.29984 -4.15190 6.52898  -0.902
C: 3.26036 -2.94967 4.58416  -0.426
H: 6.38484 -2.81420 5.79462  0.272
H: 4.01845 -5.14040 6.16206  0.325
H: 3.54315 -3.80996 7.23731  0.325
H: 5.25393 -4.22825 7.04502  0.295
H: 3.49939 -3.21534 3.55214  0.168
H: 3.02187 -1.88659 4.61810  -0.102
H: 2.39860 -3.52274 4.91518  0.445

Cartesian forces, eV/Å:
0.22 0.39 0.17
-0.29 -0.28 0.43
0.43 0.68 0.17
0.04 0.05 -0.06
-1.32 -0.73 -0.22
0.93 -0.48 0.23
-0.41 0.19 0.20
-0.26 0.11 0.07
-0.31 0.50 -0.24
0.25 -0.21 0.05
-0.21 0.35 -0.12
0.22 0.41 0.28
-0.16 0.28 -0.30
-0.52 0.39 -0.16
-0.55 0.68 0.29
0.56 -0.36 -0.35
-0.99 0.43 0.16
0.79 0.04 -0.36
-0.78 1.08 -0.49
0.80 -0.95 0.66
-0.07 -0.18 -0.05
-0.05 -0.49 0.50
-0.55 -0.22 -0.98
0.46 -0.09 0.74
-0.22 -0.17 0.11
0.53 0.22 0.35
0.55 -0.52 0.06
-0.05 0.32 0.35
0.03 0.14 -0.12
-0.67 0.81 0.50
2.51 -0.34 -0.07
-0.70 0.17 0.03
0.07 -0.80 -0.57
-0.09 0.54 0.00
0.25 0.23 0.92
-0.16 0.19 -0.26
0.02 -0.16 -0.14
-0.12 -0.06 0.09
0.10 -0.16 -0.11
0.02 0.20 -0.09
0.08 -0.18 -0.18
-0.14 -0.03 -0.17
0.26 -0.08 -0.06
0.04 0.22 0.07
-0.04 -0.29 0.02
0.19 -0.03 -0.01
0.04 -0.24 0.03
-0.07 0.07 0.09
-0.08 -0.16 -0.10
-0.14 -0.28 -0.12
0.14 -0.27 -0.22
0.24 0.04 0.16
0.20 -0.49 0.06
0.41 -0.18 0.00
-0.25 0.12 0.03
-0.07 0.14 0.05
-0.07 0.06 -0.03
0.20 -0.27 -0.03
-0.22 -0.34 0.21
0.01 0.15 0.02
0.04 -0.02 -0.19
0.19 0.30 0.33
-0.06 -0.04 -0.65
-0.05 0.20 -0.07
0.09 -0.11 -0.11
-0.12 0.12 -0.13
-0.21 -0.13 -0.09
-0.16 -0.07 -0.32
0.11 0.15 -0.03
-0.08 -0.12 0.04
0.17 -0.09 0.01
-0.04 -0.17 0.05
-0.12 -0.14 0.07
-0.11 -0.12 -0.26
-0.15 0.18 -0.12
-0.03 -0.04 -0.22
-0.01 0.01 0.12
-0.07 0.14 0.17
0.06 -0.09 -0.04
0.06 0.12 -0.12
-0.17 -0.03 0.10
-0.12 -0.05 -0.01
-0.17 -0.09 0.21
0.14 0.14 -0.04
0.02 -0.01 0.00
0.01 -0.02 -0.01
-0.02 0.01 -0.11
0.07 0.00 -0.02
-0.02 -0.05 0.04
-0.03 -0.03 0.04
-0.02 0.00 -0.03
0.22 0.18 -0.01
-0.14 -0.12 -0.10
-0.12 0.09 0.01
-0.02 -0.22 -0.01
0.11 -0.09 -0.04
0.00 0.00 -0.01
-0.02 0.07 0.01
-0.01 0.06 0.03
0.04 0.00 -0.02
-0.07 -0.09 -0.01
-0.06 -0.09 0.05
-0.02 0.09 0.01
0.00 0.08 -0.11
0.01 0.03 0.03
0.14 -0.11 0.02
-0.09 -0.01 0.19
-0.09 0.14 -0.09
0.00 -0.01 0.00
0.06 -0.01 -0.04
0.05 -0.02 -0.05
-0.03 0.02 -0.01
0.01 -0.02 0.05
-0.01 -0.03 0.05
0.03 -0.01 -0.03
0.08 -0.01 0.13
-0.08 0.12 -0.13
0.04 -0.04 0.08
-0.13 0.06 -0.15
0.06 0.02 -0.06
0.00 0.00 -0.02
0.02 -0.03 0.06
0.02 -0.05 0.04
0.03 0.02 -0.02
-0.12 0.01 -0.04
-0.12 -0.05 0.00
0.04 -0.04 0.07


| no. | DFT total energy (eV) | molar mass (g/mol) |
| --- | --- | --- |
| 1 | -7895.3142 | 66.0 |
| 2 | -128295.7194 | 840.1 |
| 3 | -175490.2604 | 1041.3 |